# 1
ORCA calculation (ωB97M-V with the def2-TZVPD basis set) on a molecular structure, C41H44BrKN9O4S6.

XYZ file:
```
106
Properties=species:S:1:pos:R:3:mulliken_charge:R:1
K -0.107 1.183 1.039 1.046
C -1.223 3.175 5.137 -0.520
O -1.052 1.825 5.580 -0.471
C -0.457 1.021 4.684 0.234
O -0.016 1.399 3.621 -0.410
N -0.377 -0.257 5.165 -0.172
N 0.078 -1.234 4.246 -0.158
H -1.558 3.725 6.011 0.217
H -1.973 3.223 4.349 0.243
H -0.282 3.578 4.768 0.187
H -1.165 -0.515 5.758 0.289
H -0.720 -1.581 3.694 -0.033
H 0.460 -2.008 4.783 0.225
Br 1.204 -3.236 -5.617 -0.176
C 0.020 -1.753 -5.630 -0.184
C 0.511 -0.486 -5.363 -0.271
C -0.331 0.613 -5.462 -0.136
C -1.661 0.433 -5.848 0.431
C -2.139 -0.844 -6.094 -0.559
C -1.307 -1.944 -5.969 -0.392
N -2.511 1.520 -6.244 -0.456
N -2.627 2.563 -5.601 -0.626
C -2.133 2.685 -4.272 -0.170
C -1.455 3.835 -3.938 -0.587
C -0.850 3.996 -2.695 -0.561
C -0.912 3.006 -1.689 0.402
O -0.330 3.074 -0.575 -0.792
C -1.799 1.871 -1.984 -0.636
N -2.057 1.026 -0.955 -0.210
C -2.948 0.079 -1.112 -0.221
C -3.636 -0.136 -2.318 -0.983
C -3.349 0.663 -3.389 -0.827
C -2.406 1.710 -3.252 1.382
H 1.550 -0.360 -5.087 0.440
H 0.053 1.601 -5.250 0.372
H -3.168 -0.966 -6.408 0.401
H -1.680 -2.940 -6.166 0.449
H -1.352 4.610 -4.689 0.361
H -0.319 4.914 -2.474 0.588
H -3.142 -0.553 -0.250 0.632
H -4.387 -0.915 -2.375 0.637
H -3.868 0.534 -4.325 0.646
C -1.837 -2.996 -0.751 -0.713
N -0.765 -2.122 -0.258 0.904
C 0.017 -2.894 0.713 0.598
N 0.602 -4.108 0.121 0.098
C -0.504 -4.926 -0.387 -0.743
N -1.311 -4.215 -1.379 0.148
C -0.436 -3.809 -2.481 -0.691
N 0.670 -2.961 -2.032 0.421
C 0.099 -1.774 -1.388 0.456
C 1.425 -3.707 -1.025 -0.576
H -2.415 -2.457 -1.502 0.149
H -2.484 -3.259 0.088 -0.075
H -0.644 -3.180 1.531 0.183
H 0.813 -2.259 1.103 -1.132
H -1.146 -5.207 0.450 0.356
H -0.095 -5.831 -0.842 0.355
H -1.024 -3.258 -3.217 0.200
H -0.025 -4.701 -2.961 0.322
H -0.486 -1.216 -2.125 0.001
H 0.908 -1.130 -1.035 -0.772
H 2.247 -3.085 -0.667 0.111
H 1.843 -4.603 -1.491 0.412
C -4.113 0.110 5.330 -0.888
S -3.484 0.839 3.799 0.099
C -4.332 -0.114 2.614 0.248
C -4.068 -1.415 2.332 -0.302
S -2.905 -2.491 2.987 -0.400
S -5.094 -2.086 1.068 -0.157
C -6.055 -0.687 0.717 0.153
S -7.236 -0.651 -0.433 -0.249
S -5.631 0.652 1.707 -0.175
H -3.582 0.597 6.151 0.312
H -3.917 -0.961 5.340 0.231
H -5.181 0.289 5.445 0.371
O 2.025 -0.101 0.965 -0.230
S 3.272 -0.901 0.900 0.739
C 4.585 0.180 0.176 -1.187
C 3.932 1.290 -0.582 0.132
C 3.374 1.053 -1.835 -0.228
C 2.682 2.060 -2.491 -0.358
C 2.544 3.307 -1.900 -0.141
C 3.101 3.548 -0.653 -0.807
C 3.785 2.541 0.009 -0.138
C 3.860 -1.021 2.631 -1.357
C 4.172 0.299 3.257 0.021
C 3.133 1.168 3.577 0.556
C 3.413 2.426 4.089 -0.604
C 4.728 2.824 4.295 -0.581
C 5.767 1.955 3.994 -0.631
C 5.489 0.698 3.473 -0.252
H 5.168 -0.474 -0.474 0.557
H 5.224 0.565 0.970 0.493
H 3.468 0.072 -2.289 0.332
H 2.224 1.871 -3.453 0.210
H 1.966 4.071 -2.399 0.380
H 2.973 4.513 -0.182 0.388
H 4.194 2.714 0.998 0.247
H 4.715 -1.702 2.625 0.588
H 3.028 -1.518 3.133 0.270
H 2.107 0.860 3.426 0.128
H 2.596 3.095 4.325 0.389
H 4.941 3.807 4.695 0.414
H 6.794 2.255 4.160 0.372
H 6.302 0.022 3.232 0.412
```

Properties
HOMO-LUMO gap = 5.99 eV
multiplicity = 1
relative energy (zero: lowest compared OMol25 entry of this formula, charge and spin) = 0.519 eV
charge = -1
maximum force = 1.23 eV/A

---

# 2
ORCA calculation (ωB97M-V with the def2-TZVPD basis set) on a molecular structure, C41H44ClFeN6O2PS2.

XYZ file:
```
98
Properties=species:S:1:pos:R:3:lowdin_spin:R:1
Fe -0.884 0.456 -0.542 3.060
S -0.771 -0.467 -2.618 -0.046
C -0.116 0.907 -3.480 0.000
N -0.055 2.119 -3.043 0.004
C 0.625 2.938 -3.932 0.000
C 0.888 4.291 -3.729 0.001
C 1.585 4.986 -4.698 0.000
C 2.022 4.351 -5.865 0.001
C 1.773 3.008 -6.078 0.000
C 1.076 2.308 -5.099 0.000
S 0.634 0.629 -5.044 -0.001
H 0.557 4.766 -2.816 0.000
H 1.803 6.036 -4.551 0.000
H 2.566 4.916 -6.610 0.000
H 2.117 2.516 -6.978 0.000
C 4.028 -0.025 2.411 0.002
O 3.239 0.841 3.219 0.009
C 3.899 1.833 3.876 0.016
C 5.168 1.662 4.410 -0.001
C 5.763 2.663 5.167 0.020
C 5.086 3.850 5.391 -0.001
C 3.836 4.042 4.822 0.018
C 3.230 3.057 4.049 0.010
N 1.970 3.300 3.486 0.139
C 1.496 2.880 2.258 0.402
C 2.305 2.641 1.119 0.036
C 3.619 3.128 0.972 0.097
C 4.368 2.853 -0.160 0.003
C 3.825 2.083 -1.182 0.111
C 2.525 1.596 -1.070 0.008
C 1.757 1.864 0.055 0.090
O 0.522 1.390 0.206 0.180
H 3.342 -0.514 1.724 0.000
H 4.534 -0.783 3.014 0.000
H 4.758 0.550 1.838 0.001
H 5.684 0.724 4.257 0.000
H 6.749 2.506 5.583 0.001
H 5.535 4.636 5.984 -0.001
H 3.320 4.987 4.948 0.002
H 1.345 3.850 4.051 0.006
H 0.428 2.734 2.192 0.022
H 4.043 3.747 1.752 0.005
H 5.370 3.252 -0.251 -0.003
H 4.402 1.867 -2.072 0.008
H 2.091 1.000 -1.865 -0.002
Cl -2.819 1.508 0.601 -0.033
C -2.268 1.719 -1.084 -0.203
H -1.836 2.699 -1.234 -0.002
H -3.035 1.409 -1.778 -0.004
C -0.137 -0.511 2.704 0.005
P -0.340 -1.332 1.089 0.016
C 1.270 -2.126 0.833 0.002
C 1.817 -2.969 1.803 0.001
C 3.078 -3.509 1.623 0.000
C 3.804 -3.208 0.474 0.000
C 3.265 -2.377 -0.494 0.000
C 1.995 -1.839 -0.317 0.000
C -1.462 -2.725 1.436 0.003
C -1.268 -3.969 0.838 0.002
C -2.184 -4.992 1.033 0.000
C -3.303 -4.786 1.827 0.002
C -3.505 -3.550 2.427 0.000
C -2.590 -2.525 2.230 0.002
H 0.101 -1.228 3.490 0.001
H -1.048 0.027 2.965 0.000
H 0.671 0.216 2.609 0.004
H 1.254 -3.206 2.698 0.000
H 3.499 -4.161 2.377 0.000
H 4.794 -3.626 0.337 0.000
H 3.829 -2.138 -1.386 0.000
H 1.570 -1.189 -1.072 0.000
H -0.399 -4.138 0.214 0.000
H -2.025 -5.952 0.559 0.000
H -4.017 -5.585 1.978 0.000
H -4.376 -3.382 3.047 0.000
H -2.764 -1.562 2.696 0.000
C -3.603 -2.507 -1.543 0.000
N -4.705 -3.357 -2.002 0.000
C -5.769 -3.295 -0.998 0.000
N -6.248 -1.926 -0.776 0.000
C -5.107 -1.110 -0.351 0.000
N -4.020 -1.112 -1.336 0.006
C -4.560 -0.613 -2.608 0.001
N -5.686 -1.414 -3.090 0.000
C -5.221 -2.796 -3.253 0.000
C -6.727 -1.402 -2.059 0.000
H -2.801 -2.527 -2.284 0.000
H -3.226 -2.903 -0.600 0.000
H -5.388 -3.693 -0.056 0.000
H -6.608 -3.912 -1.330 0.000
H -4.724 -1.500 0.595 0.000
H -5.444 -0.082 -0.197 0.000
H -3.761 -0.620 -3.352 0.001
H -4.905 0.416 -2.468 0.000
H -4.430 -2.817 -4.005 0.000
H -6.054 -3.410 -3.602 0.000
H -7.568 -2.010 -2.397 0.000
H -7.072 -0.376 -1.916 0.000
```

Properties
HOMO-LUMO gap (spin up / spin down) = 4.54 / 7.86 eV
multiplicity = 5
relative energy (zero: lowest compared OMol25 entry of this formula, charge and spin) = 0.326 eV
maximum force = 0.15 eV/A

---

# 3
ORCA calculation (ωB97M-V with the def2-TZVPD basis set) on a molecular structure, C41H44IrN3O3P2Si.

XYZ file:
```
95
Properties=species:S:1:pos:R:3:lowdin_spin:R:1
Ir 0.289 0.816 0.610 2.376
N -1.698 -0.990 -1.296 0.124
P -1.850 -0.100 0.177 0.088
C -3.116 1.141 -0.094 0.019
C -2.789 2.494 -0.058 0.015
C -3.755 3.451 -0.328 0.001
C -5.048 3.056 -0.643 0.002
C -5.385 1.707 -0.675 0.001
C -4.425 0.751 -0.393 0.003
C -2.565 -1.292 1.309 0.010
C -2.632 -2.656 1.039 0.004
C -3.259 -3.509 1.933 0.000
C -3.803 -3.008 3.106 0.005
C -3.729 -1.648 3.385 0.000
C -3.121 -0.789 2.488 0.005
P -0.369 -0.929 -2.292 0.447
C -0.307 -2.360 -3.311 0.067
C -0.129 -2.272 -4.698 0.041
C -0.073 -3.431 -5.449 0.000
C -0.182 -4.670 -4.828 0.056
C -0.350 -4.764 -3.449 -0.002
C -0.403 -3.616 -2.687 0.040
C -0.268 0.602 -3.176 0.081
C 0.895 0.861 -3.913 0.032
C 0.939 1.966 -4.743 -0.002
C -0.151 2.828 -4.809 0.038
C -1.287 2.596 -4.041 0.002
C -1.353 1.486 -3.218 0.035
H -2.481 -1.560 -1.606 0.005
H -1.781 2.810 0.188 0.011
H -3.503 4.503 -0.295 0.000
H -5.803 3.802 -0.857 0.000
H -6.397 1.406 -0.910 0.000
H -4.700 -0.298 -0.391 0.000
H -2.206 -3.065 0.132 0.000
H -3.331 -4.565 1.710 0.000
H -4.298 -3.675 3.799 0.000
H -4.169 -1.259 4.293 0.000
H -3.096 0.275 2.690 0.000
H -0.068 -1.308 -5.186 0.002
H 0.045 -3.373 -6.522 0.000
H -0.137 -5.572 -5.424 0.003
H -0.432 -5.734 -2.978 -0.001
H -0.517 -3.683 -1.611 0.001
H 1.743 0.187 -3.857 0.002
H 1.817 2.157 -5.345 -0.001
H -0.116 3.688 -5.464 0.002
H -2.129 3.272 -4.104 0.000
H -2.251 1.287 -2.647 0.002
C 1.105 3.531 -1.148 0.028
Si 2.742 2.700 -0.791 0.039
C 3.723 3.646 0.481 0.012
C 3.721 2.418 -2.369 0.008
N 2.300 1.077 -0.059 0.453
C 3.212 0.185 0.308 0.091
C 4.616 0.328 0.053 0.106
C 5.516 -0.603 0.480 0.011
C 5.084 -1.739 1.187 0.194
C 3.738 -1.940 1.462 -0.010
C 2.821 -1.006 1.031 0.150
O 1.472 -1.154 1.231 0.152
C 1.059 -2.116 2.185 0.005
C 1.139 -1.803 3.529 0.004
C 0.740 -2.762 4.447 0.000
C 0.280 -3.999 4.013 0.003
C 0.221 -4.288 2.658 0.000
C 0.616 -3.337 1.725 0.003
H 0.923 3.593 -2.222 0.001
H 1.120 4.549 -0.753 0.002
H 0.228 3.041 -0.709 0.019
H 4.034 4.595 0.035 0.001
H 4.627 3.136 0.814 0.001
H 3.112 3.872 1.355 0.000
H 3.226 2.889 -3.218 0.000
H 3.861 1.364 -2.615 0.000
H 4.714 2.866 -2.294 0.001
H 4.965 1.194 -0.489 0.003
H 6.570 -0.471 0.275 -0.002
H 5.808 -2.471 1.519 0.009
H 3.418 -2.818 2.003 -0.004
H 1.522 -0.841 3.843 0.000
H 0.803 -2.554 5.507 0.000
H -0.019 -4.746 4.736 0.000
H -0.120 -5.259 2.325 0.000
H 0.611 -3.548 0.662 0.000
N -0.562 2.599 5.293 0.003
C 0.520 2.957 4.316 0.004
C 0.314 2.095 3.071 0.026
O 1.049 2.350 2.085 0.110
O -0.558 1.209 3.104 0.057
H -1.282 3.318 5.356 0.000
H -0.208 2.433 6.235 0.000
H -0.998 1.735 4.931 0.001
H 1.486 2.741 4.765 0.000
H 0.469 4.017 4.084 0.001
```

Properties
HOMO-LUMO gap (spin up / spin down) = 8.52 / 6.29 eV
multiplicity = 6
relative energy (zero: lowest compared OMol25 entry of this formula, charge and spin) = 0.537 eV
charge = +3
maximum force = 0.77 eV/A